Computed, not measured: the molecule C5H8N2 at a distorted geometry, with wB97M-V/def2-TZVPD.

Values from the calculation:
Relative energy (zero: lowest compared OMol25 entry of this formula, charge and spin): 39.3 kcal/mol
LUMO energy: 0.9 eV
Highest occupied orbital energy: -9.8 eV
Max |F|: 1.0 eV/Å
HOMO-LUMO gap: 10.72 eV

```
! wB97M-V def2-TZVPD RIJCOSX def2/J DEFGRID3
* xyz 0 1
C 1.124 0.649 1.506
C 0.600 0.571 0.093
C 0.441 -0.736 -0.631
C 0.658 -2.038 -0.028
N 0.717 -3.087 0.457
N -0.691 -0.039 -0.074
C -1.769 0.371 -0.943
H 0.779 -0.222 2.070
H 2.219 0.672 1.528
H 0.750 1.549 2.005
H 0.888 1.393 -0.571
H 0.619 -0.700 -1.708
H -1.460 0.787 -1.915
H -2.401 1.094 -0.421
H -2.370 -0.526 -1.125
*
```


Computed, not measured: the molecule C5H8N2 at a distorted geometry, with wB97M-V/def2-TZVPD.

Values from the calculation:
Relative energy (zero: lowest compared OMol25 entry of this formula, charge and spin): 76.4 kcal/mol
LUMO energy: 0.8 eV
Highest occupied orbital energy: -9.1 eV
Max |F|: 1.3 eV/Å
HOMO-LUMO gap: 9.93 eV

```
! wB97M-V def2-TZVPD RIJCOSX def2/J DEFGRID3
* xyz 0 1
C -1.387 -1.159 -0.123
C -1.066 0.328 -0.450
C -0.385 1.617 0.478
N 0.253 0.735 -0.382
C 1.517 0.111 -0.415
C 1.862 -0.787 0.709
N 2.159 -1.489 1.578
H -1.276 -1.406 0.938
H -0.677 -1.837 -0.652
H -2.394 -1.466 -0.454
H -1.706 0.750 -1.221
H -0.115 2.675 0.261
H -0.630 1.457 1.524
H 1.596 -0.453 -1.348
H 2.249 0.923 -0.441
*
```


Computed, not measured: the molecule C5H8N2, with wB97M-V/def2-TZVPD.

Values from the calculation:
Relative energy (zero: lowest compared OMol25 entry of this formula, charge and spin): 61.7 kcal/mol
LUMO energy (spin up / spin down): 0.7 / 0.7 eV
Highest occupied orbital energy (spin up / spin down): -6.3 / -6.3 eV
Max |F|: 0.4 eV/Å
HOMO-LUMO gap (spin up / spin down): 6.97 / 7.03 eV

```
! wB97M-V def2-TZVPD RIJCOSX def2/J DEFGRID3
* xyz 0 1
C 0.696 0.673 1.814
N -0.009 0.517 0.713
C -0.927 1.286 0.083
C -1.465 0.547 -1.022
C -0.867 -0.656 -1.145
C 0.191 -0.764 -0.078
N 1.569 -0.862 -0.515
H 0.722 1.630 2.317
H 1.160 -0.215 2.219
H 0.021 -1.571 0.639
H -1.291 2.200 0.533
H -2.278 0.916 -1.641
H -1.036 -1.421 -1.891
H 1.827 -1.839 -0.591
H 1.685 -0.442 -1.435
*
```


Computed, not measured: a structure of composition C5H8N2 at a distorted geometry, with wB97M-V/def2-TZVPD.

Values from the calculation:
Relative energy (zero: lowest compared OMol25 entry of this formula, charge and spin): 114.7 kcal/mol
LUMO energy: 0.8 eV
Highest occupied orbital energy: -9.0 eV
Max |F|: 1.0 eV/Å
HOMO-LUMO gap: 9.78 eV

```
! wB97M-V def2-TZVPD RIJCOSX def2/J DEFGRID3
* xyz 0 1
C 1.117 1.919 0.520
C 1.091 0.417 0.414
C -0.043 -0.151 1.192
N -0.637 -0.093 -0.160
C -0.786 -1.471 -0.657
C -1.217 -1.478 -2.061
N -1.532 -1.505 -3.172
H 0.164 2.417 0.748
H 1.600 2.410 -0.329
H 1.775 2.074 1.390
H 0.336 0.145 -0.739
H 0.082 -1.164 1.583
H -0.567 0.496 1.898
H 0.157 -2.029 -0.574
H -1.540 -1.988 -0.054
*
```


Computed, not measured: the molecule C5H8N2 at a distorted geometry, with wB97M-V/def2-TZVPD.

Values from the calculation:
Relative energy (zero: lowest compared OMol25 entry of this formula, charge and spin): 39.5 kcal/mol
LUMO energy: 0.9 eV
Highest occupied orbital energy: -9.8 eV
Max |F|: 1.0 eV/Å
HOMO-LUMO gap: 10.70 eV

```
! wB97M-V def2-TZVPD RIJCOSX def2/J DEFGRID3
* xyz 0 1
C 1.244 0.500 -1.500
C 0.006 0.300 -0.666
C -0.892 -0.870 -0.801
N 0.052 -0.781 0.307
C -0.503 -0.505 1.629
C -0.023 0.787 2.142
N 0.338 1.828 2.492
H 1.660 -0.464 -1.808
H 2.003 1.031 -0.917
H 1.023 1.088 -2.397
H -0.477 1.220 -0.330
H -1.950 -0.718 -0.583
H -0.683 -1.650 -1.529
H -1.603 -0.472 1.638
H -0.194 -1.295 2.320
*
```


Computed, not measured: the molecule C5H8N2 at a distorted geometry, with wB97M-V/def2-TZVPD.

Values from the calculation:
Relative energy (zero: lowest compared OMol25 entry of this formula, charge and spin): 44.6 kcal/mol
LUMO energy: 0.9 eV
Highest occupied orbital energy: -9.6 eV
Max |F|: 1.2 eV/Å
HOMO-LUMO gap: 10.47 eV

```
! wB97M-V def2-TZVPD RIJCOSX def2/J DEFGRID3
* xyz 0 1
C -1.356 -1.018 -0.045
C -0.985 0.384 -0.526
C -0.477 1.421 0.448
N 0.364 0.893 -0.596
C 1.586 0.155 -0.426
C 1.752 -0.846 0.660
N 1.964 -1.646 1.471
H -1.210 -1.139 1.032
H -0.789 -1.829 -0.519
H -2.411 -1.216 -0.272
H -1.569 0.723 -1.384
H -0.667 2.493 0.338
H -0.361 1.086 1.489
H 1.783 -0.363 -1.370
H 2.376 0.902 -0.299
*
```


Computed, not measured: the molecule C5H8N2, with wB97M-V/def2-TZVPD.

Values from the calculation:
Relative energy (zero: lowest compared OMol25 entry of this formula, charge and spin): 89.3 kcal/mol
LUMO energy: -0.1 eV
Highest occupied orbital energy: -8.1 eV
Max |F|: 0.5 eV/Å
HOMO-LUMO gap: 8.00 eV

```
! wB97M-V def2-TZVPD RIJCOSX def2/J DEFGRID3
* xyz 0 1
C -1.789 -0.536 0.217
N -0.666 0.350 0.010
C 0.658 0.032 -0.568
C 1.441 1.301 -0.490
C 1.304 -1.192 0.092
C 0.487 2.152 0.081
N -0.713 1.579 0.366
H -2.019 -1.074 -0.708
H -2.648 0.069 0.511
H -1.567 -1.262 1.007
H 0.490 -0.154 -1.641
H 2.387 -1.073 0.057
H 1.037 -2.123 -0.414
H 1.009 -1.270 1.142
H 0.589 3.201 0.337
*
```


Computed, not measured: the molecule C5H8N2 at a distorted geometry, with wB97M-V/def2-TZVPD.

Values from the calculation:
Relative energy (zero: lowest compared OMol25 entry of this formula, charge and spin): 93.3 kcal/mol
LUMO energy (spin up / spin down): 1.1 / -1.4 eV
Highest occupied orbital energy (spin up / spin down): -5.6 / -9.0 eV
Max |F|: 5.2 eV/Å
HOMO-LUMO gap (spin up / spin down): 6.68 / 7.63 eV

```
! wB97M-V def2-TZVPD RIJCOSX def2/J DEFGRID3
* xyz 0 3
C 1.687 -1.251 -0.171
C 0.438 -1.503 -0.671
C -0.350 -0.580 0.346
C 1.098 -0.064 0.284
C 1.469 1.410 -0.144
N -2.736 -0.104 0.177
N -1.420 0.237 -0.127
H 2.618 -1.687 -0.532
H -0.712 -0.999 1.262
H 0.877 2.086 0.332
H 1.446 1.418 -1.293
H 2.480 1.425 0.152
H -2.602 -1.060 0.594
H -2.959 0.489 1.001
H -1.335 0.183 -1.210
*
```


Computed, not measured: the ion C5H8N2 with charge +2 at a distorted geometry, with wB97M-V/def2-TZVPD.

Values from the calculation:
Relative energy (zero: lowest compared OMol25 entry of this formula, charge and spin): 44.6 kcal/mol
LUMO energy (spin up / spin down): -11.6 / -11.6 eV
Highest occupied orbital energy (spin up / spin down): -18.9 / -18.9 eV
Max |F|: 5.2 eV/Å
HOMO-LUMO gap (spin up / spin down): 7.32 / 7.32 eV

```
! wB97M-V def2-TZVPD RIJCOSX def2/J DEFGRID3
* xyz 2 1
C 2.179 -1.878 -0.009
N 1.384 -1.028 -0.034
C 0.793 0.174 -0.006
C 1.694 1.324 -0.071
N -0.538 0.201 0.063
C -1.399 -0.852 0.253
C -2.654 -0.773 -0.112
H 2.884 -2.744 -0.012
H 2.433 1.128 -0.749
H 2.214 1.766 0.937
H 1.275 2.303 -0.238
H -1.156 0.957 -0.243
H -0.981 -1.896 0.353
H -3.217 -1.761 -0.005
H -3.265 0.014 -0.638
*
```


Computed, not measured: the molecule C5H8N2O at a distorted geometry, with wB97M-V/def2-TZVPD.

Values from the calculation:
Relative energy (zero: lowest compared OMol25 entry of this formula, charge and spin): 192.1 kcal/mol
LUMO energy: 0.7 eV
Highest occupied orbital energy: -9.0 eV
Max |F|: 7.0 eV/Å
HOMO-LUMO gap: 9.65 eV

```
! wB97M-V def2-TZVPD RIJCOSX def2/J DEFGRID3
* xyz 0 1
C -0.556 1.117 1.056
C -0.130 0.299 -0.324
C -1.418 0.195 -0.963
N -2.068 -0.604 -0.198
O -1.034 -1.546 0.453
C 0.275 -1.100 -0.019
C 1.678 -0.783 0.272
N 1.403 0.474 -0.601
H -1.237 0.376 1.572
H -1.195 1.996 0.659
H 0.402 1.530 1.301
H -2.198 0.960 -1.436
H 0.196 -1.264 -1.070
H 1.870 -0.442 1.208
H 2.208 -1.682 -0.206
H 1.805 0.473 -1.705
*
```


Computed, not measured: a cluster of 2 separate species, C5H8N2O in total at a distorted geometry, with wB97M-V/def2-TZVPD.

Values from the calculation:
Relative energy (zero: lowest compared OMol25 entry of this formula, charge and spin): 178.9 kcal/mol
LUMO energy: -0.1 eV
Highest occupied orbital energy: -8.3 eV
Max |F|: 7.0 eV/Å
HOMO-LUMO gap: 8.12 eV

```
! wB97M-V def2-TZVPD RIJCOSX def2/J DEFGRID3
* xyz 0 1
C 1.738 -0.530 -0.421
C 0.340 -0.326 0.419
C -2.152 -0.595 -0.140
C -1.435 1.482 -0.283
C -0.117 1.001 0.102
H 3.176 0.439 0.464
H 1.092 -0.770 -1.472
H 2.308 -1.578 -0.217
H 0.461 -0.488 1.615
H -0.824 -2.148 0.743
H -3.163 -1.152 -0.154
H -1.486 2.738 -0.384
H 0.764 1.658 0.348
N -0.761 -1.216 -0.337
N -2.536 0.671 -0.091
O 2.594 0.814 -0.192
*
```


Computed, not measured: a structure of composition C5H8N2O at a distorted geometry, with wB97M-V/def2-TZVPD.

Values from the calculation:
Relative energy (zero: lowest compared OMol25 entry of this formula, charge and spin): 197.6 kcal/mol
LUMO energy: 0.6 eV
Highest occupied orbital energy: -9.5 eV
Max |F|: 5.6 eV/Å
HOMO-LUMO gap: 10.16 eV

```
! wB97M-V def2-TZVPD RIJCOSX def2/J DEFGRID3
* xyz 0 1
C 2.608 2.029 -0.648
C 0.958 -0.433 0.125
C -0.382 0.136 0.324
C -1.674 -0.579 -0.126
C -1.636 -1.995 -0.331
H 3.325 1.362 -1.604
H 3.127 3.025 -0.105
H 1.498 -1.253 -0.630
H 1.753 -0.166 0.906
H -0.337 0.325 1.504
H -2.482 0.158 -0.487
H -0.621 -2.614 -0.058
H -2.385 -2.535 -0.982
N 1.424 1.905 0.060
N 0.592 0.809 -0.515
O -2.154 -1.531 1.072
*
```


Computed, not measured: the molecule C5H8N2O at a distorted geometry, with wB97M-V/def2-TZVPD.

Values from the calculation:
Relative energy (zero: lowest compared OMol25 entry of this formula, charge and spin): 83.3 kcal/mol
LUMO energy (spin up / spin down): 0.1 / -0.4 eV
Highest occupied orbital energy (spin up / spin down): -7.5 / -7.9 eV
Max |F|: 1.5 eV/Å
HOMO-LUMO gap (spin up / spin down): 7.60 / 7.50 eV

```
! wB97M-V def2-TZVPD RIJCOSX def2/J DEFGRID3
* xyz 0 1
C 0.561 2.346 -1.384
C 0.095 1.521 -0.492
C -0.525 0.874 0.467
N -0.435 -0.498 0.529
C -1.659 -1.249 0.775
C 0.668 -1.231 0.050
N 1.900 -0.701 0.292
O 0.588 -2.392 -0.343
H 1.377 2.050 -2.033
H 0.014 3.249 -1.636
H -1.388 1.330 0.944
H -1.427 -2.179 1.302
H -2.375 -0.659 1.355
H -2.109 -1.503 -0.191
H 2.686 -1.250 -0.024
H 2.028 0.292 0.388
*
```


Computed, not measured: the molecule C5H8N2O at a distorted geometry, with wB97M-V/def2-TZVPD.

Values from the calculation:
Relative energy (zero: lowest compared OMol25 entry of this formula, charge and spin): 145.6 kcal/mol
LUMO energy: 0.7 eV
Highest occupied orbital energy: -8.0 eV
Max |F|: 8.9 eV/Å
HOMO-LUMO gap: 8.73 eV

```
! wB97M-V def2-TZVPD RIJCOSX def2/J DEFGRID3
* xyz 0 1
H -3.486 -1.053 0.144
N -2.682 -0.811 -0.329
C -2.077 0.307 0.069
N -0.939 0.701 -0.301
C -0.057 1.673 0.055
C 1.215 1.204 -0.272
C 1.109 -0.220 -0.579
C 1.364 -1.438 0.450
O -0.284 -0.469 -0.981
H -2.406 0.985 1.007
H -0.371 2.677 0.432
H 2.175 1.832 -0.406
H 2.032 -0.390 -1.226
H 1.886 -2.413 -0.299
H 2.075 -0.982 1.151
H 0.445 -1.602 1.085
*
```


Computed, not measured: the molecule C5H8N2O at a distorted geometry, with wB97M-V/def2-TZVPD.

Values from the calculation:
Relative energy (zero: lowest compared OMol25 entry of this formula, charge and spin): 22.7 kcal/mol
LUMO energy: 0.8 eV
Highest occupied orbital energy: -6.9 eV
Max |F|: 2.7 eV/Å
HOMO-LUMO gap: 7.74 eV

```
! wB97M-V def2-TZVPD RIJCOSX def2/J DEFGRID3
* xyz 0 1
C -1.744 1.386 -0.626
C -0.680 0.445 -0.205
C 0.480 0.812 0.586
C 1.267 -0.290 0.746
N 2.468 -0.522 1.377
N 0.730 -1.259 -0.134
C -0.476 -0.837 -0.658
O -1.158 -1.749 -1.519
H -2.392 1.700 0.202
H -1.361 2.306 -1.084
H -2.397 0.828 -1.321
H 0.656 1.780 1.053
H 2.596 -1.456 1.674
H 2.729 0.252 2.042
H 1.071 -2.208 -0.139
H -1.789 -1.187 -1.992
*
```


Computed, not measured: the molecule C5H8N2O at a distorted geometry, with wB97M-V/def2-TZVPD.

Values from the calculation:
Relative energy (zero: lowest compared OMol25 entry of this formula, charge and spin): 82.6 kcal/mol
LUMO energy: 0.5 eV
Highest occupied orbital energy: -8.1 eV
Max |F|: 6.1 eV/Å
HOMO-LUMO gap: 8.56 eV

```
! wB97M-V def2-TZVPD RIJCOSX def2/J DEFGRID3
* xyz 0 1
H -0.179 3.601 -1.033
N -0.488 3.034 -0.156
C -0.123 1.807 -0.228
C -0.561 0.647 0.759
C 0.069 -0.602 0.055
C 0.115 -1.967 0.613
O -1.117 -2.349 1.389
C 0.781 -0.194 -1.019
N 0.621 1.177 -1.224
H -1.730 0.571 0.620
H -0.224 0.681 1.853
H 1.028 -1.914 1.381
H 0.392 -2.654 -0.274
H -1.848 -2.715 0.611
H 1.560 -0.651 -1.629
H 1.703 1.530 -1.716
*
```


Computed, not measured: the molecule C5H8N2O at a distorted geometry, with wB97M-V/def2-TZVPD.

Values from the calculation:
Relative energy (zero: lowest compared OMol25 entry of this formula, charge and spin): 171.7 kcal/mol
LUMO energy: 0.8 eV
Highest occupied orbital energy: -8.6 eV
Max |F|: 8.4 eV/Å
HOMO-LUMO gap: 9.46 eV

```
! wB97M-V def2-TZVPD RIJCOSX def2/J DEFGRID3
* xyz 0 1
C -2.123 -0.269 0.142
N -1.826 1.077 0.159
C -0.461 1.134 -0.550
C 0.498 0.118 -0.252
C 1.209 -0.226 0.848
C 1.945 -0.001 -0.328
O -0.254 -0.866 -0.978
N -1.207 -1.227 -0.234
H -3.151 -0.579 0.540
H 0.067 1.868 0.002
H -0.384 1.593 -1.555
H 0.822 -1.122 1.564
H 1.251 0.606 1.400
H 2.477 0.825 -0.424
H 2.174 -0.885 -0.773
H -1.037 -2.048 0.440
*
```


Computed, not measured: the molecule C5H8N2O at a distorted geometry, with wB97M-V/def2-TZVPD.

Values from the calculation:
Relative energy (zero: lowest compared OMol25 entry of this formula, charge and spin): 114.4 kcal/mol
LUMO energy: 1.0 eV
Highest occupied orbital energy: -8.4 eV
Max |F|: 2.5 eV/Å
HOMO-LUMO gap: 9.42 eV

```
! wB97M-V def2-TZVPD RIJCOSX def2/J DEFGRID3
* xyz 0 1
C -1.558 -1.004 0.853
N -0.429 -1.616 0.940
C 0.850 -1.149 0.398
C 0.697 -0.156 -0.732
C 1.354 1.169 -1.055
C 0.179 1.168 -0.135
O -1.209 1.304 -0.306
N -1.935 0.219 0.283
H -2.461 -1.580 1.100
H 1.363 -0.644 1.249
H 1.549 -1.947 0.132
H 0.163 -0.500 -1.616
H 1.428 1.532 -2.086
H 2.265 1.340 -0.499
H 0.567 1.269 0.921
H -2.821 0.596 0.553
*
```


Computed, not measured: a structure of composition C5H8N2O at a distorted geometry, with wB97M-V/def2-TZVPD.

Values from the calculation:
Relative energy (zero: lowest compared OMol25 entry of this formula, charge and spin): 143.9 kcal/mol
LUMO energy: -0.1 eV
Highest occupied orbital energy: -8.5 eV
Max |F|: 10.1 eV/Å
HOMO-LUMO gap: 8.41 eV

```
! wB97M-V def2-TZVPD RIJCOSX def2/J DEFGRID3
* xyz 0 1
C 1.097 -1.324 0.088
C 0.595 1.178 -0.355
C -0.787 1.540 0.087
C -0.783 0.094 0.551
C -1.666 -1.111 -0.229
H 3.107 -0.515 -0.280
H 0.402 -2.057 0.305
H 1.388 1.951 -0.046
H 0.649 1.226 -1.362
H -1.040 2.134 1.138
H -1.565 1.740 -0.681
H -0.666 -0.185 1.724
H -0.897 -1.601 -0.959
N 2.546 -1.500 0.078
N 0.519 -0.125 0.023
O -2.899 -1.444 -0.083
*
```


Computed, not measured: a structure of composition C5H8N2O, with wB97M-V/def2-TZVPD.

Values from the calculation:
Relative energy (zero: lowest compared OMol25 entry of this formula, charge and spin): 52.3 kcal/mol
LUMO energy: 0.8 eV
Highest occupied orbital energy: -7.7 eV
Max |F|: 0.8 eV/Å
HOMO-LUMO gap: 8.49 eV

```
! wB97M-V def2-TZVPD RIJCOSX def2/J DEFGRID3
* xyz 0 1
C -2.296 0.106 0.046
C 0.210 -1.751 -0.126
C 1.168 0.674 0.047
C 0.142 -0.269 -0.136
N 2.565 0.553 0.034
N -0.943 0.505 -0.252
C 0.312 1.801 0.109
O 0.123 2.942 0.305
H 3.008 0.794 -0.844
H 3.034 1.026 0.793
H -2.983 0.885 -0.284
H -2.453 -0.050 1.122
H -2.553 -0.826 -0.472
H 1.248 -2.077 -0.180
H -0.229 -2.138 0.799
H -0.354 -2.174 -0.959
*
```